The following is a DFT calculation (ωB97M-V/def2-TZVPD) of a cluster of 7 separate species, C51H74F6N10O8S2 in total.

```
151
Properties=species:S:1:pos:R:3:forces:R:3
N -0.618851 0.782506 0.763983 0.4836 -0.2300 -0.6230
O 0.053327 1.276014 -0.187621 -0.6209 -0.0628 0.7316
O -0.342947 1.107817 1.948513 -0.3258 -0.2680 -0.5411
O -1.511500 -0.066721 0.507519 0.4461 0.5919 0.5166
C 5.231613 -0.952304 5.002657 -0.5593 0.5357 0.0264
C 3.948636 -1.702157 4.684985 0.5651 -0.9406 0.3881
C 3.039894 -1.071659 3.637172 0.3747 -0.1888 -0.1514
O 3.809895 -0.834963 2.468555 -0.1223 0.0458 -0.2858
C 3.223066 0.181445 1.622949 -0.1037 -0.1733 0.8832
N 4.314739 -3.119165 4.191449 0.1869 0.3658 -0.0821
H 3.532116 -3.750859 4.364918 0.0649 -0.1483 -0.4082
H 4.558235 -3.031150 3.201305 -0.2211 -0.3127 -0.0294
H 5.134424 -3.519030 4.659296 -0.0560 0.2110 0.2032
H 5.859513 -0.776915 4.131741 -0.0647 -0.0202 -0.0480
H 5.816463 -1.407437 5.800539 -0.0952 -0.1958 -0.0306
H 4.886686 0.009010 5.391067 0.3254 0.1177 -0.0460
H 3.422062 -1.921103 5.614399 -0.2502 0.3555 -0.0604
H 2.605831 -0.172489 4.081784 0.0990 0.1857 -0.1873
H 2.215420 -1.733470 3.343798 -0.1751 -0.0744 0.3812
H 3.345214 1.114924 2.173353 -0.0476 0.2809 -0.4154
H 2.157115 0.005375 1.470815 -0.1138 0.0114 0.0128
H 3.706580 0.191765 0.649757 0.2744 -0.0223 0.1585
C -0.044243 2.277159 5.834407 -0.3518 -0.4590 0.6733
C -1.558665 1.998533 5.917035 0.4171 1.3779 0.6633
C -2.028160 1.220656 4.713533 -0.4196 -0.5996 0.4215
N -3.464264 0.709941 4.817555 0.1517 1.5790 -0.6246
C -3.725052 -0.049626 3.538123 -0.9423 -0.4359 0.4736
C -5.112032 -0.685430 3.530069 -0.9342 0.2916 0.1389
C -5.460676 -1.424937 4.818220 0.3705 -1.5618 -0.1772
C -5.114738 -0.642715 6.078282 -1.0722 -0.6608 0.3426
C -3.688950 -0.156595 6.033226 -0.2510 -0.0922 0.1441
C -4.355347 1.924520 4.862333 -0.8417 -0.5902 0.6182
H 0.444190 1.342898 5.547405 0.3701 0.2952 -0.2819
H 0.337683 2.543493 6.820060 -0.0831 -0.0591 0.0409
H 0.193552 3.133559 5.206901 0.0252 -0.3129 -0.4253
H -2.015426 2.986003 6.043172 -0.3075 -0.0769 -0.6152
H -1.809195 1.575107 6.891317 0.2533 -0.6932 -0.2840
H -1.424995 0.325492 4.550430 0.0941 -0.0124 0.2068
H -1.959350 1.769386 3.776689 -0.0724 0.1764 0.0585
H -2.934938 -0.795736 3.490615 0.0427 0.0077 -0.2709
H -3.706289 0.641824 2.699423 0.6727 0.1107 0.0871
H -5.224064 -1.304532 2.635745 0.3199 -0.2638 0.1824
H -5.877648 0.081089 3.361164 0.2065 0.2069 0.0924
H -4.913193 -2.380827 4.826412 0.6765 0.3332 0.1463
H -6.440289 -1.909771 4.822324 -0.4569 1.0027 -0.0456
H -5.315748 -1.254352 6.963804 0.7476 -0.4113 -0.1296
H -5.839739 0.130378 6.352057 0.2242 0.4763 -0.7050
H -2.964560 -0.965778 5.933464 -0.0909 -0.1373 0.0897
H -3.493756 0.379168 6.959958 0.3078 0.3069 -0.3199
H -4.201332 2.578679 4.010345 0.4310 0.0409 0.1116
H -4.239481 2.392917 5.836431 0.3110 0.3314 -0.2225
H -5.395952 1.608763 4.846998 0.0932 -0.1011 -0.1643
C -1.433281 2.338204 -3.876404 0.2369 -0.6438 -0.2203
N -2.737039 1.772779 -3.470928 0.7459 0.3618 0.3052
C -3.855618 2.286487 -3.991193 -0.4612 -0.9473 -0.1934
C -5.074320 1.686039 -3.718877 0.5645 0.5908 -0.1703
C -5.106644 0.641254 -2.811421 -0.3831 -0.2528 0.3960
C -3.906752 0.151120 -2.265528 -0.9072 0.4528 0.3922
C -2.721633 0.775650 -2.553739 -0.2753 -0.6560 -1.2977
C -6.407597 -0.025492 -2.464506 0.1418 -0.6621 -0.3402
C -7.198794 -0.492284 -3.522087 0.9235 0.7062 -0.0675
C -8.302560 -1.281768 -3.316134 0.0838 0.2173 0.3999
N -8.593835 -1.649300 -2.047842 -0.2951 1.0806 -0.3027
C -7.905784 -1.138343 -1.015079 0.2714 -0.5004 0.5867
C -6.789808 -0.333189 -1.162997 0.0111 -0.1515 -0.7618
C -9.700961 -2.604854 -1.785693 0.2574 0.0108 0.0473
H -1.154667 3.039950 -3.095649 0.2137 0.3402 -0.4153
H -1.476510 2.685984 -4.906202 -0.3399 0.6899 0.2850
H -0.705205 1.532669 -3.966995 -0.1745 -0.1380 0.4648
H -3.781069 3.088053 -4.711907 0.2396 0.0451 0.0686
H -5.909709 2.066630 -4.291893 -0.3177 -0.0927 0.4124
H -3.950315 -0.726783 -1.637106 0.2847 0.0661 0.0938
H -1.757487 0.353582 -2.292727 0.0158 0.2368 0.3317
H -6.801821 -0.196751 -4.484841 -0.7336 -0.3925 -0.4033
H -8.978270 -1.597624 -4.098417 0.1378 -0.2298 -0.0395
H -8.233367 -1.498450 -0.049206 -0.0089 0.1708 0.0578
H -6.175031 -0.001973 -0.339204 -0.3342 -0.0473 0.2699
H -9.199167 -3.570930 -1.806668 -0.5923 -0.2439 0.0285
H -10.484611 -2.497343 -2.529984 0.2184 -0.1315 -0.2324
H -10.158362 -2.391432 -0.824016 0.2201 -0.0580 0.1091
C 0.620573 4.754928 1.708163 0.0979 0.7307 0.3667
N 1.630396 4.544065 0.661777 0.2934 -0.0795 -0.5571
C 1.305877 4.084264 -0.561925 -0.3512 -0.6359 0.0730
C 2.236202 3.958639 -1.551673 0.9081 0.9902 -0.9432
C 3.554617 4.433434 -1.386099 -0.4510 -1.1111 1.0257
C 3.893979 4.785244 -0.077652 -0.3846 0.0729 -0.1485
C 2.903134 4.876413 0.893294 0.9744 0.2845 -0.0686
C 4.569877 4.409345 -2.462354 -0.0149 -0.0645 -0.7347
C 5.509176 5.430052 -2.548714 -0.0259 -0.1665 -0.0952
C 6.390871 5.475551 -3.628158 -1.1075 0.1037 0.6284
N 6.281140 4.570028 -4.610015 0.4830 -0.7644 -0.2911
C 5.413751 3.532768 -4.546754 -0.5777 0.7796 0.5245
C 4.549840 3.443138 -3.476406 -0.1650 0.1021 0.2290
C 7.260494 4.644253 -5.729415 0.8454 0.7849 0.8922
H 1.129352 4.784190 2.668913 -0.0146 -0.3081 -0.0066
H -0.144113 3.986425 1.693104 0.0679 -0.0902 -0.1682
H 0.224731 5.762893 1.573562 -0.3201 -0.1786 -0.1413
H 0.304592 3.732610 -0.761618 -0.1324 0.1322 0.4692
H 1.912749 3.630346 -2.529527 -0.1186 -0.1346 0.0674
H 4.922657 4.964091 0.203481 -0.0639 0.3181 0.0587
H 3.169357 5.289381 1.857282 -0.2524 -0.2278 0.1643
H 5.465301 6.189608 -1.780415 0.5033 0.2624 -0.2304
H 7.101338 6.282467 -3.743656 0.1448 -0.1178 -0.1119
H 5.292508 2.856224 -5.380160 0.5418 0.0655 -0.1385
H 3.826275 2.639655 -3.453251 0.0531 -0.0713 -0.0736
H 8.250279 4.574200 -5.270257 -0.0413 -0.5474 -0.0841
H 7.280396 5.673159 -6.087068 -0.5486 -0.2488 -0.6528
H 7.105218 3.848444 -6.444209 -0.1628 0.2241 -0.2148
C 7.859148 -4.946669 -1.956379 -0.2645 0.7807 -0.1203
N 6.424453 -4.626481 -1.688954 -0.0393 -0.0045 0.0626
C 5.460150 -5.530089 -1.907490 0.0918 0.5791 -0.1534
C 4.152067 -5.208417 -1.593687 0.0486 -0.5704 -0.3486
C 3.810249 -3.964889 -1.081405 0.0081 0.5050 0.4332
C 4.829666 -3.020254 -0.884295 0.3215 -0.9277 -0.6501
C 6.111719 -3.406808 -1.219095 0.1606 0.5756 0.2754
C 2.406971 -3.677407 -0.696966 -1.1571 -0.1297 -0.3732
C 2.029111 -2.763781 0.286382 0.1803 0.2734 0.7478
C 0.721301 -2.637928 0.723017 0.2376 -0.4122 -1.1635
N -0.242033 -3.418620 0.174457 1.1325 0.3811 1.7340
C 0.093616 -4.311161 -0.763301 -1.2511 0.1414 0.0916
C 1.353418 -4.387145 -1.279567 0.9518 -0.4726 -0.0517
C -1.590099 -3.369585 0.770715 -0.6519 0.0132 -1.2377
H 8.389181 -4.944445 -1.007469 0.0036 -0.3785 -0.0053
H 8.244112 -4.118860 -2.549279 0.1160 -0.1883 -0.1642
H 7.925281 -5.876546 -2.508790 0.0985 -0.0719 0.1446
H 5.780366 -6.435749 -2.404334 -0.2206 -0.2144 0.2557
H 3.418657 -5.978270 -1.791752 -0.0616 0.0898 0.1056
H 4.671485 -2.002021 -0.566575 -0.1698 -0.0153 0.1027
H 6.935571 -2.712152 -1.121874 0.0859 -0.1073 0.0145
H 2.758961 -2.183878 0.837269 0.1313 0.0158 -0.1727
H 0.432731 -1.945397 1.499673 -0.1682 0.0371 -0.0693
H -0.698918 -4.996450 -1.036409 0.0568 0.1372 -0.3725
H 1.525263 -5.109235 -2.065644 -0.0783 0.0934 -0.0579
H -1.640509 -3.100957 1.820602 0.6494 -0.1889 0.0505
H -2.035579 -4.343578 0.585035 -0.2104 0.0845 0.1984
H -2.129054 -2.593513 0.225130 -0.0764 -0.1067 -0.0342
C -2.818334 -0.836989 -6.057056 1.2304 -0.1740 0.6344
F -3.358081 -1.410988 -7.090020 -0.1269 0.0799 -0.2557
F -2.356631 0.383345 -6.349243 -0.1598 0.0661 -0.2196
F -3.738886 -0.693986 -5.090378 -0.2502 0.0608 0.0629
S -1.419418 -1.941780 -5.413896 -0.0723 -0.5501 -1.0062
O -2.083638 -2.833046 -4.503002 0.1094 0.5416 0.5050
O -0.825833 -2.538454 -6.569053 0.0447 0.9010 0.4312
N -0.425041 -0.822268 -4.649538 -1.5571 -0.3240 -1.2002
S 0.421569 -1.529959 -3.590668 1.7634 -1.3590 2.3466
O -0.258976 -1.772311 -2.316656 0.3831 0.5406 -0.2936
O 1.260669 -2.630014 -4.029951 -0.4259 0.5557 0.1976
C 1.758554 -0.219367 -3.190747 -0.9892 -1.0352 -1.2220
F 2.377620 0.040479 -4.337895 0.2545 0.5081 -0.0152
F 1.273573 0.917913 -2.685768 0.2442 0.0683 0.1428
F 2.680339 -0.728693 -2.358583 -0.2529 0.1421 0.3886
```
Positions in Å, forces in eV/Å.

Properties
- E (eV) = -123278.4644
- Kohn-Sham gap (Eh) = 0.24152
- net charge = +6

The following is a DFT calculation (ωB97M-V/def2-TZVPD) of the molecule C4H9NO.

```
15
Properties=species:S:1:pos:R:3:forces:R:3
C 0.947464 -1.119545 -0.677560 0.0198 -0.0466 -0.0160
C 0.360538 0.102169 0.028238 0.1417 0.0341 0.0290
C 0.459536 1.362289 -0.825214 -0.0037 0.0477 -0.0453
N -1.027578 -0.128336 0.406354 -0.0974 0.0094 0.0916
C -1.423029 -0.328758 1.689132 0.0826 -0.0301 0.0697
O -0.685203 -0.372978 2.655240 -0.2310 0.0014 -0.3384
H 1.988857 -0.939312 -0.965695 -0.1478 -0.0034 0.0579
H 0.381348 -1.350254 -1.588698 0.0708 0.0372 0.1230
H 0.919558 -1.994671 -0.021532 -0.0221 0.1188 -0.0937
H 0.885726 0.256766 0.974723 -0.0185 -0.0091 -0.1265
H 0.045481 2.224371 -0.292870 0.0801 -0.1149 -0.0784
H -0.097016 1.237405 -1.763485 0.0858 0.0219 0.1102
H 1.502720 1.575621 -1.080665 -0.1644 -0.0344 0.0359
H -1.739253 -0.067506 -0.308321 0.0879 -0.0570 0.1452
H -2.519148 -0.457261 1.770354 0.1162 0.0251 0.0357
```
Positions in Å, forces in eV/Å.

Properties
- structure (SMILES) = CC(C)NC=O
- E (eV) = -7831.9682
- Kohn-Sham gap (Eh) = 0.39160

The following is a DFT calculation (ωB97M-V/def2-TZVPD) of a structure of composition C25H17BrCo2O8.

```
53
Properties=species:S:1:pos:R:3:forces:R:3
C 3.570687 3.405854 2.039845 0.0454 0.4211 0.0966
C 3.591411 2.427081 0.897979 -0.6690 -0.5096 -0.1547
O 2.206715 2.212329 0.503525 0.9480 0.2438 -0.1296
C 2.027003 1.545247 -0.662828 -1.1561 0.5242 -0.5368
C 0.547800 1.416881 -0.997573 1.5134 2.6743 -0.9422
C 0.226764 1.540820 -2.472873 0.4397 0.3432 0.9606
C 0.913173 0.774986 -3.420499 -0.4800 -0.0609 -0.9279
C 0.393882 0.633931 -4.712546 -0.0165 0.4940 0.2743
C -0.715240 1.403195 -5.100882 0.3338 0.1231 1.2210
Br -1.446736 1.180362 -6.831307 -0.1208 0.0207 -0.2882
C -1.287485 2.320104 -4.203163 0.2422 -0.4573 -0.3021
C -0.811527 2.390608 -2.896566 0.3068 -0.3289 -0.3311
O 2.967848 1.183261 -1.345554 -0.0504 0.0778 0.2474
H 4.527787 3.367229 2.565851 -0.0494 -0.0045 0.0779
H 3.451603 4.424356 1.656363 -0.1337 -0.0452 0.1303
H 2.756528 3.197165 2.740373 0.1670 -0.0749 -0.1038
H 4.162706 2.819284 0.050515 -0.0987 -0.1926 0.0510
H 4.013805 1.466446 1.208619 -0.0353 0.1134 -0.1746
H -0.014756 2.188641 -0.450567 0.5967 0.0084 -0.1436
H 1.827128 0.268099 -3.118737 -0.3821 -0.1145 -0.1227
H 0.838244 -0.082594 -5.399565 -0.0277 0.2415 0.0164
H -2.115805 2.949315 -4.508166 0.0509 -0.0468 -0.0922
H -1.233549 3.107868 -2.192510 -0.0592 -0.2879 -0.1273
O -1.432164 -2.031663 -2.458629 0.0938 -0.0504 0.2152
C -0.940172 -1.329180 -1.687175 -1.0775 -0.7658 -1.4758
Co -0.218763 -0.263206 -0.550097 -1.2034 -1.8298 0.3794
C 1.363911 -1.064358 -0.910851 1.1041 -0.9220 0.8797
O 2.335746 -1.655084 -1.093099 -1.2097 0.9973 -0.4820
C -1.719296 0.632334 -0.191633 -0.3255 0.7730 -0.2706
O -2.637469 1.332343 -0.099612 0.8931 -0.8456 -0.0328
C -0.653041 -1.333038 1.280202 -1.6184 -1.9966 -1.6944
C -1.989124 -1.895125 1.487612 0.9844 0.2008 0.7656
C -3.112598 -1.078581 1.727466 -0.4706 -0.2939 0.0778
C -4.397080 -1.614321 1.748221 0.4444 -0.0191 0.0376
C -4.579792 -2.997732 1.655866 -0.1709 -0.1426 0.0110
C -3.459974 -3.838672 1.607353 0.0185 0.3912 -0.0277
C -2.174103 -3.298107 1.546266 -0.5964 -0.1144 -0.2880
C 0.563364 -2.037421 1.418627 -1.8447 -3.0590 -1.9080
C 1.126102 -3.179296 1.016957 0.2226 -0.4596 1.0703
Co 0.619695 -0.494004 2.229621 4.1505 4.7768 3.6876
C 0.199057 1.246648 2.121797 -0.6174 0.8021 0.8062
O -0.147268 2.339194 2.300564 0.2513 -0.7089 -0.3934
C 2.359534 -0.663450 2.011915 0.8361 0.2002 0.0093
O 3.495411 -0.899132 1.907230 -1.0258 0.1006 0.0816
C 0.520749 -0.668783 3.990152 -0.7025 -0.3134 0.5776
O 0.482064 -0.719396 5.144615 0.1666 0.0120 -0.0515
H -2.963924 -0.020153 1.930609 -0.0228 -0.2133 -0.2483
H -5.247982 -0.937666 1.834751 0.0793 -0.2086 0.0899
H -5.590719 -3.409715 1.650826 0.2383 0.0209 0.0114
H -3.594061 -4.922592 1.599074 0.0251 0.2249 0.0354
H -1.311693 -3.965809 1.530843 -0.2374 0.3359 -0.0859
H 2.185118 -3.344992 1.196634 0.0263 -0.2694 0.0363
H 0.520488 -4.029509 0.704164 0.2234 0.2146 -0.5125
```
Positions in Å, forces in eV/Å.

Properties
- E (eV) = -187873.8759
- Kohn-Sham gap (Eh) = 0.13157
- net charge = -2

Computed values of LUMO (unit: eV) for the preceding records, in sequence: -12.923 0.882 4.015.
Computed values of highest occupied orbital energy (unit: eV) for the preceding records, in sequence: -19.4945 -9.7740 0.4347.